# 1
The following is a DFT calculation (ωB97M-V/def2-TZVPD) of C27H29N7O3RhSSe as an isolated structure.

Geometry (Å):
Rh: -0.003 0.361 0.340
N: -6.592 0.300 -7.462
C: -5.823 0.362 -6.612
C: -4.859 0.440 -5.547
C: -4.187 1.635 -5.306
C: -3.268 1.710 -4.274
C: -3.007 0.592 -3.488
C: -3.670 -0.606 -3.743
C: -4.602 -0.683 -4.763
C: -2.024 0.655 -2.375
C: -2.320 1.453 -1.288
C: -3.418 2.348 -1.142
C: -3.212 3.059 0.011
C: -2.009 2.569 0.568
N: -1.475 1.625 -0.189
C: -0.835 -0.075 -2.537
C: -0.378 -0.696 -3.716
C: 0.909 -1.144 -3.474
C: 1.207 -0.792 -2.155
N: 0.168 -0.164 -1.583
H: -4.388 2.498 -5.926
H: -2.739 2.635 -4.085
H: -3.465 -1.476 -3.132
H: -5.129 -1.606 -4.959
H: -4.240 2.444 -1.832
H: -3.831 3.835 0.428
H: -1.556 2.850 1.506
H: -0.929 -0.758 -4.640
H: 1.575 -1.637 -4.162
H: 2.139 -0.934 -1.634
C: 3.482 -2.067 2.790
C: 2.106 -2.706 2.592
C: 1.557 -3.191 3.928
C: 2.185 -3.868 1.607
N: 1.085 -1.746 2.099
N: 1.503 -0.980 0.958
H: 4.145 -2.772 3.291
H: 3.415 -1.168 3.404
H: 3.962 -1.805 1.844
H: 2.196 -3.975 4.333
H: 0.550 -3.593 3.807
H: 1.525 -2.377 4.655
H: 2.912 -4.602 1.951
H: 2.515 -3.550 0.612
H: 1.215 -4.357 1.511
H: 0.892 -1.055 2.821
H: 1.719 -1.643 0.222
H: 2.362 -0.460 1.164
C: 1.153 3.462 2.805
S: 1.332 1.854 2.127
O: 0.041 1.093 2.320
O: 2.453 1.218 2.753
O: 1.432 1.973 0.641
H: 1.206 3.366 3.887
H: 0.211 3.901 2.488
H: 1.990 4.053 2.438
Se: -1.223 -2.595 -0.517
N: -1.336 -1.116 0.506
C: -2.319 -1.272 1.382
C: -2.721 -0.349 2.393
C: -3.764 -0.694 3.187
C: -4.461 -1.941 3.052
C: -4.098 -2.850 2.121
C: -3.000 -2.541 1.258
N: -2.551 -3.358 0.326
H: -2.195 0.582 2.516
H: -4.085 -0.008 3.961
H: -5.287 -2.148 3.719
H: -4.599 -3.800 2.004

For the energy above the lowest of the compared OMol25 structures with the same formula, charge and spin, the calculation gives 0.000 eV. As for the total charge: +1.



# 2
The following is a DFT calculation (ωB97M-V/def2-TZVPD) of C27H29N7O4S2Sc as an isolated structure.

Geometry (Å):
Sc: -0.149 -0.788 0.084
C: -0.285 -3.130 2.459
C: -1.700 -2.574 2.320
N: -1.668 -1.106 2.122
C: -1.504 -0.446 3.438
C: -0.575 0.754 3.442
S: 0.967 0.484 2.545
C: 1.705 -0.981 3.324
C: 1.934 -2.095 2.305
N: 0.706 -2.455 1.583
H: 0.044 -3.031 3.494
H: -0.300 -4.199 2.243
H: -2.212 -3.024 1.478
H: -2.269 -2.833 3.220
H: -2.567 -0.842 1.734
H: -2.477 -0.150 3.842
H: -1.113 -1.186 4.136
H: -1.024 1.613 2.939
H: -0.379 1.061 4.470
H: 2.656 -0.700 3.775
H: 1.063 -1.311 4.139
H: 2.665 -1.771 1.561
H: 2.365 -2.960 2.822
H: 0.940 -3.112 0.839
O: 2.417 6.711 -0.464
N: 2.648 5.643 -0.983
O: 3.521 5.424 -1.795
C: 1.762 4.519 -0.623
C: 0.472 4.829 -0.397
C: -0.467 3.792 -0.117
C: -1.821 4.073 0.121
C: -2.678 3.036 0.371
C: -2.172 1.733 0.375
N: -0.897 1.434 0.167
C: -0.041 2.454 -0.086
C: 1.351 2.144 -0.309
N: 1.716 0.843 -0.234
C: 3.000 0.559 -0.339
C: 3.993 1.528 -0.520
C: 3.637 2.840 -0.644
C: 2.273 3.180 -0.554
H: 0.150 5.860 -0.438
H: -2.166 5.099 0.102
H: -3.731 3.196 0.552
H: -2.839 0.900 0.528
H: 3.261 -0.490 -0.311
H: 5.027 1.221 -0.573
H: 4.380 3.604 -0.808
S: 1.711 -2.131 -1.411
C: 0.971 -1.114 -2.597
C: 1.327 -1.087 -3.955
C: 0.643 -0.252 -4.805
C: -0.397 0.547 -4.317
C: -0.694 0.472 -2.976
N: -0.017 -0.326 -2.138
H: 2.126 -1.725 -4.305
H: 0.904 -0.217 -5.855
H: -0.958 1.202 -4.967
H: -1.500 1.046 -2.535
O: -2.406 -0.799 -0.752
C: -2.204 -1.990 -1.083
C: -2.944 -2.835 -2.085
C: -2.169 -4.157 -2.029
C: -1.120 -3.938 -0.940
O: -0.376 -4.759 -0.464
N: -1.180 -2.617 -0.520
H: -2.917 -2.344 -3.058
H: -3.993 -2.924 -1.798
H: -1.646 -4.378 -2.960
H: -2.780 -5.024 -1.784

For the energy above the lowest of the compared OMol25 structures with the same formula, charge and spin, the calculation gives 0.000 eV. As for the total charge: +1.



# 3
The following is a DFT calculation (ωB97M-V/def2-TZVPD) of C27H29N7O6SbTi as an isolated structure.

Geometry (Å):
Ti: 0.199 0.274 -0.236
C: -1.597 2.214 2.011
C: -0.183 1.956 2.438
C: 0.336 2.544 3.592
C: 1.637 2.288 3.961
C: 2.405 1.418 3.185
C: 1.844 0.849 2.060
N: 0.574 1.142 1.693
Sb: 3.110 -0.734 1.190
C: 1.498 -2.134 1.340
C: 1.735 -3.416 1.783
C: 0.644 -4.247 2.015
C: -0.618 -3.710 1.896
C: -0.793 -2.391 1.476
C: -2.176 -1.812 1.531
N: 0.263 -1.638 1.111
C: 2.848 -0.726 -0.981
C: 3.994 -1.083 -1.659
C: 3.914 -1.375 -3.020
C: 2.690 -1.294 -3.638
C: 1.563 -0.900 -2.915
C: 0.250 -0.797 -3.627
N: 1.648 -0.619 -1.604
H: -1.754 3.275 1.811
H: -2.283 1.940 2.814
H: -1.876 1.641 1.126
H: -0.294 3.196 4.182
H: 2.058 2.746 4.847
H: 3.423 1.187 3.471
H: 2.745 -3.762 1.957
H: 0.783 -5.271 2.335
H: -1.492 -4.293 2.154
H: -2.661 -2.162 2.443
H: -2.787 -2.154 0.695
H: -2.167 -0.726 1.546
H: 4.940 -1.151 -1.137
H: 4.797 -1.665 -3.574
H: 2.581 -1.526 -4.689
H: 0.333 -0.125 -4.483
H: -0.030 -1.779 -4.015
H: -0.544 -0.458 -2.970
N: -0.780 2.033 -1.445
C: 0.003 3.263 -1.662
C: 1.443 2.841 -1.833
N: 1.794 2.041 -0.640
H: -1.002 1.624 -2.350
H: -1.695 2.231 -1.043
H: -0.101 3.903 -0.784
H: -0.347 3.829 -2.526
H: 2.099 3.703 -1.959
H: 1.549 2.204 -2.715
H: 1.802 2.667 0.163
H: 2.752 1.716 -0.738
O: -3.301 0.774 -0.761
C: -2.709 -0.227 -1.089
O: -1.422 -0.411 -0.795
C: -3.325 -1.328 -1.878
C: -4.663 -1.240 -2.249
C: -5.207 -2.267 -2.994
C: -4.476 -3.368 -3.400
C: -3.149 -3.414 -3.022
C: -2.564 -2.426 -2.258
N: -2.305 -4.545 -3.461
O: -1.109 -4.448 -3.246
O: -2.849 -5.464 -4.015
N: -6.636 -2.183 -3.386
O: -7.079 -3.103 -4.030
O: -7.242 -1.200 -3.024
H: -5.269 -0.392 -1.964
H: -4.928 -4.152 -3.991
H: -1.529 -2.522 -1.969

Its spin multiplicity is 2. For the energy above the lowest of the compared OMol25 structures with the same formula, charge and spin, the calculation gives 0.000 eV. As for the total charge: +2.



# 4
The following is a DFT calculation (ωB97M-V/def2-TZVPD) of C27H29NO4 in the gas phase.

Geometry (Å):
C: 3.465 3.382 -1.732
H: 4.349 2.778 -1.927
C: 2.969 4.041 -3.014
C: 2.530 3.045 -4.093
O: 1.268 2.467 -3.820
C: 1.145 1.242 -3.245
C: 2.177 0.432 -2.792
C: 1.902 -0.805 -2.230
C: 0.604 -1.268 -2.108
C: -0.430 -0.454 -2.570
C: -0.169 0.776 -3.125
H: -0.967 1.405 -3.487
H: -1.447 -0.806 -2.494
C: 0.224 -2.600 -1.496
N: -0.498 -2.403 -0.253
C: -1.841 -2.492 -0.154
O: -2.562 -2.777 -1.089
C: -2.363 -2.218 1.248
H: -3.342 -2.689 1.340
H: -1.677 -2.653 1.976
C: -2.507 -0.704 1.478
C: -1.168 -0.011 1.372
C: -0.918 0.901 0.356
C: 0.315 1.521 0.252
C: 1.316 1.233 1.161
C: 1.071 0.337 2.188
C: -0.163 -0.276 2.296
H: -0.353 -0.960 3.111
H: 1.843 0.122 2.914
H: 2.281 1.712 1.079
H: 0.486 2.228 -0.546
H: -1.691 1.126 -0.363
C: -3.127 -0.340 2.811
C: -3.304 -1.240 3.852
C: -3.851 -0.827 5.056
C: -4.224 0.491 5.239
C: -4.049 1.399 4.208
C: -3.506 0.985 3.007
H: -3.368 1.697 2.205
H: -4.338 2.432 4.340
H: -4.650 0.811 6.179
H: -3.984 -1.543 5.854
H: -3.024 -2.276 3.736
H: -3.160 -0.315 0.688
H: 0.042 -2.068 0.530
H: -0.496 -3.086 -2.169
C: 1.391 -3.578 -1.282
H: 0.981 -4.498 -0.856
C: 2.495 -3.136 -0.353
O: 3.664 -3.344 -0.540
O: 2.062 -2.528 0.764
H: 2.816 -2.282 1.323
H: 1.847 -3.824 -2.242
H: 2.737 -1.404 -1.905
H: 3.208 0.741 -2.866
H: 3.296 2.280 -4.255
H: 2.386 3.587 -5.034
H: 3.763 4.662 -3.434
H: 2.119 4.686 -2.788
H: 3.729 4.143 -1.001
H: 2.696 2.746 -1.302

For the energy above the lowest of the compared OMol25 structures with the same formula, charge and spin, the calculation gives 0.160 eV. As for the total charge: 0. As for the structure (SMILES): CCCOc1ccc([C@@H](CC(=O)O)NC(=O)CC(c2ccccc2)c2ccccc2)cc1.